Record 1
21
Properties=species:S:1:pos:R:3:nbo_charge:R:1 method="wB97M-V/def2-TZVPD" smiles=CSCC[C@@H](N)CO e_above_lowest_kcal_mol=70.6 e_lumo_ev=0.7 orbital_gap_ev=8.8 max_force_ev_per_a=5.756 energy_ev=-19766.0414
C 2.298 0.154 -0.436 -0.07
O 2.097 1.581 -0.571 -0.77
C 1.063 -0.454 -0.887 -0.07
C -0.132 0.105 0.006 -0.42
C -1.248 -0.880 0.107 -0.58
S -2.849 -0.614 0.832 0.28
C -2.600 0.221 2.262 -0.84
N 0.695 -0.486 -2.203 -0.80
H 2.435 0.173 0.654 0.20
H 3.263 -0.039 -1.088 0.17
H 2.939 2.046 -0.949 0.47
H 1.238 -1.491 -0.486 0.16
H -0.513 1.091 -0.489 0.22
H 0.161 0.302 1.059 0.22
H -1.608 -1.160 -0.999 0.23
H -0.965 -1.970 0.359 0.22
H -2.182 1.259 2.166 0.21
H -1.848 -0.275 2.950 0.21
H -3.539 0.506 2.773 0.25
H 1.326 -0.208 -2.824 0.36
H -0.030 0.137 -2.239 0.36

=====

Record 2
20
Properties=species:S:1:pos:R:3:nbo_charge:R:1 method="wB97M-V/def2-TZVPD" smiles=CCN[C@@H](C)CS e_above_lowest_kcal_mol=14.4 e_lumo_ev=1.0 orbital_gap_ev=9.5 max_force_ev_per_a=1.117 energy_ev=-17720.6273
C 1.454 0.866 -0.708 -0.20
N 0.821 -0.226 -0.009 -0.65
C -0.336 0.016 0.832 -0.06
C -0.657 -1.270 1.601 -0.50
S -1.849 -0.877 2.931 -0.05
C -1.577 0.470 0.028 -0.64
C 1.848 0.522 -2.140 -0.62
H 0.799 1.743 -0.583 0.17
H 2.381 1.197 -0.232 0.17
H 0.686 -1.062 -0.559 0.36
H -0.047 0.736 1.598 0.19
H -1.205 -1.958 0.964 0.21
H 0.281 -1.732 1.907 0.23
H -2.896 -1.503 2.386 0.12
H -1.242 0.797 -0.961 0.21
H -2.288 -0.334 -0.159 0.20
H -2.077 1.335 0.465 0.22
H 1.027 0.293 -2.819 0.20
H 2.397 1.341 -2.564 0.21
H 2.481 -0.354 -1.979 0.21